Entry 1:
The following is a quantum chemistry calculation of 2 unconnected molecules or ions with the total composition C21H42BF9NO3P2S2 at a distorted geometry, from the OMol25 dataset.

XYZ file:
```
81
Properties=species:S:1:pos:R:3:forces:R:3:mulliken_charge:R:1
C 4.7631 -3.8216 4.5357 -0.83 0.03 -0.60 -0.747
C 5.1517 -2.4426 3.6751 0.49 -1.97 1.51 0.192
O 4.1227 -1.4516 4.0304 1.14 -0.09 -2.75 -0.343
C 3.9010 -0.4838 2.9417 0.21 1.45 0.66 -0.494
C 2.2749 -0.2897 2.6735 0.88 1.53 1.27 -1.016
P 1.5792 -1.3985 1.2783 -1.27 0.36 1.73 0.973
S 1.6207 -3.1274 2.5440 -0.27 -1.04 2.12 -0.305
C -0.3117 -1.5047 0.9697 -1.03 0.56 -1.28 -0.511
C -1.2391 -0.8857 2.1693 -0.29 0.27 0.42 -0.850
C -2.0767 -1.9862 3.0481 0.63 1.20 2.00 0.867
F -1.2277 -2.6829 4.0860 -2.75 2.11 -3.30 -0.279
F -3.0748 -1.1920 3.8585 2.54 -2.57 -2.43 -0.321
C -2.8400 -3.1439 2.1741 0.77 -2.14 -0.44 0.564
F -1.8676 -4.2948 2.0595 -3.03 3.87 -0.01 -0.284
F -3.2374 -2.7203 0.8041 1.36 -1.15 4.35 -0.295
C -4.1686 -3.7957 2.9378 0.51 -3.23 0.82 0.373
F -4.2430 -5.2151 2.4249 0.05 4.61 1.75 -0.267
F -3.9715 -3.9347 4.4186 -0.72 0.92 -5.19 -0.249
C -5.5867 -3.0921 2.5139 -3.78 0.10 -0.64 0.666
F -5.5247 -1.6291 2.2941 0.02 -5.21 0.62 -0.211
F -6.0434 -3.7977 1.2583 1.64 2.97 4.24 -0.229
F -6.6916 -3.3242 3.5072 4.25 0.85 -3.43 -0.232
P 1.7236 0.3198 -0.0713 0.79 2.02 -1.80 -0.198
S 3.6137 0.8514 -0.3184 -0.49 0.01 -0.06 -0.306
B 2.6883 -2.4040 0.0235 2.11 -1.97 -3.27 0.401
O 4.1630 -2.4662 0.0878 -3.02 -1.71 1.41 -0.615
O 2.0086 -3.1411 -1.0894 1.91 0.62 3.44 -0.573
C 2.5804 -4.4874 -1.2607 -0.16 -2.10 -0.67 -0.392
C 2.2715 -5.4862 0.0425 0.31 -0.14 -0.57 -0.501
H 3.9947 -3.5955 5.4137 1.84 -0.22 -1.87 0.188
H 5.7014 -4.3685 4.9712 -1.80 1.08 -0.95 0.333
H 4.1731 -4.5232 3.7820 1.35 1.25 1.72 0.098
H 5.1814 -2.7441 2.5449 -0.24 0.99 2.06 -0.107
H 6.2445 -2.1415 4.0225 -2.33 -0.12 -0.83 0.301
H 4.2719 0.5691 3.3599 -0.85 -2.12 -0.97 0.297
H 4.5210 -0.6815 1.9692 -1.42 0.05 1.88 0.272
H 1.7382 -0.4720 3.7235 1.06 0.15 -2.44 0.470
H 2.1398 0.8701 2.4256 0.19 -2.50 0.34 0.401
H 1.3229 -2.6327 3.8435 0.48 -0.46 -1.71 0.141
H -0.5682 -2.6002 0.6497 0.45 2.05 0.87 0.393
H -0.5191 -0.8293 0.0074 0.21 -1.48 1.99 0.143
H -0.6035 -0.2126 2.9231 -1.44 -1.72 -1.49 0.331
H -2.0450 -0.1500 1.6920 1.60 -1.84 1.11 0.321
H 0.9005 1.4452 0.3618 0.00 -0.66 -0.43 0.062
H 1.1910 -0.0714 -1.3702 -0.19 0.31 0.84 0.013
H 4.3881 -3.3417 0.5433 -0.21 1.62 -0.95 0.282
H 2.0286 -4.9989 -2.1774 1.05 1.44 1.88 0.312
H 3.7266 -4.4688 -1.5436 -2.33 0.17 0.77 0.293
H 3.1648 -5.4701 0.8343 -2.12 0.06 -1.61 0.181
H 2.2106 -6.5854 -0.4007 0.15 2.31 1.07 0.361
H 1.2271 -5.2211 0.5556 2.46 -0.53 -1.17 0.069
C -4.3319 5.1267 -4.3049 -0.36 -0.20 0.01 -1.144
C -3.4258 5.9823 -3.4296 -0.01 0.06 -0.25 -0.361
C -1.9215 5.7735 -3.6327 -0.06 -0.12 0.53 -0.616
N -1.2788 4.5427 -2.9312 0.18 0.62 -0.03 0.143
C 0.2268 4.6065 -3.2933 -0.16 -0.23 0.15 -0.739
C 0.9872 3.3498 -2.8944 0.10 -0.02 0.06 -0.319
C 0.3515 2.1086 -3.4930 0.13 -0.22 -0.05 -0.883
C -1.0992 2.0028 -3.0610 0.11 -0.09 0.04 -0.494
C -1.9020 3.2412 -3.4407 0.14 -0.05 0.22 -0.608
C -1.4464 4.6737 -1.4156 0.04 -0.19 -0.73 -0.888
H -4.5007 4.1362 -3.8787 -0.01 0.04 -0.17 0.274
H -5.3167 5.5985 -4.3916 0.20 -0.10 -0.02 0.400
H -3.9263 5.0110 -5.3147 -0.07 0.02 0.09 0.289
H -3.7224 5.8957 -2.3811 0.14 0.07 -0.04 0.213
H -3.6287 7.0256 -3.7069 0.31 -0.12 0.16 0.384
H -1.3884 6.6490 -3.2416 0.06 -0.33 -0.01 0.459
H -1.6905 5.6914 -4.7016 0.00 -0.16 0.27 0.407
H 0.2891 4.7434 -4.3791 -0.20 0.01 0.19 0.388
H 0.6477 5.4923 -2.8033 -0.30 -0.11 -0.11 0.456
H 2.0225 3.4314 -3.2457 -0.19 0.20 0.12 0.388
H 1.0396 3.2572 -1.8044 0.07 0.01 -0.06 0.157
H 0.9016 1.2159 -3.1750 -0.07 0.19 -0.11 0.375
H 0.4112 2.1485 -4.5882 0.00 -0.01 0.09 0.356
H -1.1533 1.8326 -1.9794 -0.02 0.02 -0.06 0.160
H -1.5555 1.1255 -3.5335 -0.15 0.25 0.07 0.428
H -2.8993 3.1597 -3.0037 0.12 0.27 -0.18 0.307
H -1.9793 3.3240 -4.5308 0.01 0.13 0.22 0.438
H -2.5075 4.5929 -1.1675 0.23 0.05 -0.11 0.373
H -1.0506 5.6445 -1.1057 -0.08 -0.19 -0.11 0.330
H -0.9001 3.8692 -0.9189 -0.06 0.18 -0.18 0.354
```
Forces are in eV/Å.

Max |F|, eV/A: 5.52
Charge: +1
Multiplicity: 1

***

Entry 2:
The following is a quantum chemistry calculation of 9 unconnected molecules or ions with the total composition C21H42Br16O3S, from the OMol25 dataset.

XYZ file:
```
83
Properties=species:S:1:pos:R:3:forces:R:3:mulliken_charge:R:1
O 6.8660 2.1626 3.9515 -0.17 0.26 -0.12 -0.653
S 6.3556 3.1542 3.0381 -0.01 0.04 0.11 0.991
O 5.6229 4.3021 3.5190 0.19 -0.24 -0.10 -0.549
C 5.4643 2.3094 1.7266 -0.05 -0.08 -0.04 -1.113
C 3.9397 2.4067 1.6946 -0.13 0.03 0.00 0.327
C 3.2209 3.7669 1.6960 0.21 0.10 0.02 -0.554
C 1.8292 3.3241 2.1117 0.09 -0.09 0.21 -0.459
O 2.0817 2.4231 3.1937 -0.06 -0.14 -0.21 -0.205
C 3.2434 1.6638 2.8534 -0.13 0.00 0.07 -0.438
H 7.4139 3.6452 2.3384 -0.03 -0.11 0.03 0.038
H 5.7635 1.2668 1.8734 -0.03 0.07 -0.12 0.406
H 5.9057 2.6453 0.7827 0.00 0.10 0.15 0.520
H 3.6508 1.9099 0.7592 0.07 -0.04 0.10 0.338
H 3.2558 4.2866 0.7338 -0.05 -0.15 0.02 0.427
H 3.6196 4.4233 2.4687 -0.02 -0.03 -0.10 0.135
H 1.3196 2.7912 1.2935 -0.03 0.12 0.04 0.142
H 1.1949 4.1199 2.4994 0.06 -0.04 -0.13 0.311
H 3.8650 1.5735 3.7506 -0.01 0.08 -0.09 0.356
H 2.9488 0.6619 2.5222 0.09 0.03 0.14 -0.124
Br 2.1477 -1.2094 0.5537 -0.03 -0.03 -0.07 -0.167
C 0.4548 -0.7260 1.3831 0.03 0.06 0.00 -0.572
C -0.5831 -1.8034 1.2189 0.03 -0.02 0.01 -0.438
Br -1.2491 -1.9080 -0.6047 0.01 -0.02 0.00 -0.161
H 0.1485 0.2118 0.9293 -0.01 0.00 0.03 0.386
H 0.6701 -0.5662 2.4379 0.00 -0.02 0.00 0.404
H -1.4461 -1.5922 1.8462 0.00 0.01 -0.01 0.402
H -0.1900 -2.7878 1.4599 -0.03 0.02 0.02 0.158
Br 0.2769 -5.6687 1.3044 0.02 -0.01 0.01 -0.146
C -1.5703 -6.2630 1.1832 0.00 -0.01 0.03 -0.457
C -2.5395 -5.1174 1.2778 -0.04 0.06 0.00 -0.108
Br -2.6774 -4.4205 3.0917 0.02 0.02 -0.02 -0.147
H -1.7141 -6.9895 1.9774 -0.01 -0.01 -0.02 0.412
H -1.6653 -6.7432 0.2124 0.01 0.01 0.00 0.264
H -3.5428 -5.4353 1.0025 0.06 -0.04 0.03 0.225
H -2.2507 -4.2828 0.6447 -0.04 -0.04 -0.03 -0.060
Br -2.6196 -5.5973 -2.4131 -0.04 0.03 0.04 -0.179
C -4.4709 -6.1512 -2.6524 0.02 0.05 0.03 -0.706
C -5.4387 -5.0005 -2.5539 0.04 -0.02 -0.03 0.220
Br -5.6827 -4.3739 -0.7300 0.00 -0.02 -0.04 -0.113
H -4.6666 -6.9157 -1.9065 -0.03 0.00 -0.03 0.408
H -4.5230 -6.5909 -3.6453 0.02 0.02 0.00 0.333
H -6.4208 -5.3205 -2.8943 0.01 0.00 0.02 -0.339
H -5.1099 -4.1404 -3.1299 0.00 -0.02 -0.01 0.391
Br -9.2684 -5.3031 -2.9878 -0.04 0.00 0.00 -0.123
C -9.7348 -6.6597 -4.2985 0.03 0.04 -0.03 -0.427
C -9.0750 -7.9809 -4.0066 0.02 0.01 0.03 -0.582
Br -7.1695 -7.9530 -4.3964 -0.03 -0.01 0.01 -0.149
H -9.4536 -6.2635 -5.2697 -0.03 -0.02 0.00 0.386
H -10.8149 -6.7700 -4.2568 -0.03 0.00 0.02 0.124
H -9.4982 -8.7605 -4.6358 0.01 0.02 -0.02 0.382
H -9.1679 -8.2588 -2.9611 -0.02 -0.02 -0.02 0.395
Br 8.2068 3.9172 -0.4236 -0.03 -0.01 -0.05 -0.160
C 7.5289 5.7309 -0.2257 0.06 0.02 0.03 -0.120
C 6.0777 5.8452 -0.6096 0.00 -0.03 -0.02 -0.096
Br 5.8141 5.7077 -2.5281 0.00 -0.01 0.01 -0.134
H 8.1728 6.3547 -0.8394 -0.02 0.01 0.04 -0.060
H 7.6601 5.9921 0.8229 -0.01 -0.02 0.00 0.378
H 5.6925 6.8187 -0.3146 0.01 0.00 -0.02 0.412
H 5.4707 5.0657 -0.1574 0.00 0.04 0.03 -0.168
Br 3.1185 4.9918 5.4002 -0.04 -0.02 0.05 -0.055
C 1.6735 4.6573 6.6508 -0.02 0.06 -0.04 -0.602
C 0.6563 3.6772 6.1224 0.09 -0.07 -0.05 -0.419
Br -0.4888 4.4523 4.7574 -0.05 0.06 0.06 -0.168
H 1.2257 5.6192 6.8833 -0.01 -0.02 0.03 0.349
H 2.1433 4.2494 7.5433 -0.01 -0.01 -0.01 0.348
H -0.0092 3.3625 6.9230 -0.01 0.01 0.00 0.391
H 1.1252 2.8128 5.6596 0.00 0.02 0.00 0.199
Br -11.6229 -3.1211 -6.2221 0.00 -0.07 0.00 -0.126
C -13.4634 -3.6217 -5.8644 -0.01 0.04 -0.01 -0.590
C -13.5729 -4.9144 -5.0988 0.05 0.00 0.02 -0.557
Br -13.1703 -6.4607 -6.2066 0.04 0.00 0.03 -0.138
H -13.9657 -3.6755 -6.8256 -0.01 0.01 0.02 0.380
H -13.8866 -2.8109 -5.2754 0.02 0.00 0.00 0.349
H -14.5914 -5.0584 -4.7460 0.00 0.00 -0.02 0.385
H -12.8860 -4.9402 -4.2566 -0.03 -0.01 -0.01 0.302
Br 9.9164 7.8448 -2.5467 0.01 0.01 0.00 -0.147
C 11.5485 8.1937 -1.5499 -0.02 0.01 0.00 -0.600
C 12.3259 6.9323 -1.2759 -0.04 -0.02 -0.01 -0.552
Br 11.4636 5.8255 0.0646 0.02 0.02 0.00 -0.127
H 11.2489 8.6920 -0.6329 0.03 0.01 -0.01 0.363
H 12.1369 8.8735 -2.1619 -0.01 -0.02 -0.02 0.350
H 13.3126 7.1754 -0.8882 -0.02 0.01 0.02 0.337
H 12.4220 6.3161 -2.1648 0.03 0.03 0.00 0.365
```
Forces are in eV/Å.

Max |F|, eV/A: 0.33
Energy above the lowest of the compared OMol25 structures with the same formula, charge and spin, eV: 0.0000
Multiplicity: 1

***

Entry 3:
The following is a quantum chemistry calculation of 11 unconnected molecules or ions with the total composition C21H42Cl12O15 at a distorted geometry, from the OMol25 dataset.

XYZ file:
```
90
Properties=species:S:1:pos:R:3:forces:R:3:mulliken_charge:R:1
C -1.3767 -12.5222 -6.5239 -0.52 -1.05 1.99 -0.716
O -1.3666 -13.8771 -7.0510 0.75 0.00 -1.47 -0.345
C -1.9430 -14.9148 -6.4489 -1.10 0.05 0.77 0.544
O -2.4885 -14.8778 -5.3600 0.75 -0.27 -1.37 -0.519
O -1.9634 -16.0659 -7.2126 -0.21 0.70 1.49 0.217
C -1.0147 -16.2297 -8.2445 0.85 1.32 -0.78 -0.768
H -2.2782 -11.9851 -6.8186 0.19 -0.17 -0.30 0.283
H -0.4552 -11.9627 -6.6847 -0.06 -0.54 -0.85 0.276
H -1.4055 -12.6727 -5.4447 -0.28 0.35 0.16 0.293
H -1.0709 -15.3435 -8.8767 0.10 -0.15 -0.30 0.362
H -1.1867 -17.1060 -8.8695 -0.43 -0.08 0.58 0.112
H -0.0029 -16.2517 -7.8398 0.03 -0.24 0.11 0.349
C -5.1576 -18.9118 2.8277 -1.17 0.16 1.37 -0.814
O -4.9785 -19.0161 1.4034 0.44 -0.41 0.47 -0.234
C -5.1468 -20.2224 0.8298 -1.06 -1.95 1.87 0.609
O -5.2702 -21.2794 1.4642 0.35 2.34 -1.94 -0.593
O -5.2750 -20.0444 -0.4965 0.94 0.39 1.28 -0.093
C -5.7495 -21.1162 -1.2600 -1.02 -0.83 -1.26 -0.413
H -4.5878 -18.1007 3.2811 0.13 0.16 -0.86 0.296
H -5.0630 -19.7223 3.5503 1.19 -1.08 -1.14 0.344
H -6.2079 -18.7596 3.0764 -0.33 0.79 -0.74 0.320
H -5.8295 -20.7230 -2.2735 0.06 0.10 0.05 -0.151
H -6.7559 -21.4103 -0.9620 -0.03 0.11 0.26 0.384
H -5.1759 -22.0407 -1.3256 0.58 0.26 0.59 0.324
C -0.5495 -22.7027 -1.9246 -1.13 -0.33 1.85 -0.671
O -1.7049 -23.0441 -2.7331 1.43 1.81 -1.20 -0.201
C -2.7260 -23.7236 -2.2793 -0.10 -1.52 2.26 0.682
O -2.7449 -24.2130 -1.1381 -0.83 1.07 -3.16 -0.623
O -3.6847 -23.8980 -3.2424 -0.28 -0.49 1.91 -0.429
C -3.7947 -23.1683 -4.4430 1.26 0.37 -1.56 -0.290
H -0.8194 -22.4949 -0.8892 -0.78 -0.61 0.24 0.348
H -0.1577 -21.7010 -2.1013 0.24 -0.46 -1.48 0.115
H 0.1154 -23.5621 -1.8383 0.30 0.40 -0.65 0.334
H -3.9478 -22.0936 -4.3455 -0.02 -0.05 0.49 0.261
H -4.5388 -23.5576 -5.1379 -0.70 -0.35 0.95 0.135
H -2.9161 -23.3235 -5.0692 0.58 0.27 0.29 0.328
C -3.3087 -19.0116 -7.0887 -0.20 1.04 -0.07 -0.133
O -4.1940 -20.0292 -6.6913 -0.48 -2.20 0.37 0.003
C -5.2014 -19.7643 -5.8712 -1.15 1.75 1.10 0.714
O -5.3986 -18.6915 -5.3090 0.54 -1.39 -0.80 -0.542
O -6.0335 -20.8276 -5.7683 3.83 -0.36 -1.92 -0.009
C -7.1557 -20.7866 -5.0249 -3.36 1.22 0.86 -0.821
H -2.5832 -19.3736 -7.8172 -0.49 -0.47 -0.09 0.072
H -2.6987 -18.6441 -6.2636 -0.52 0.37 0.18 -0.196
H -3.9746 -18.2932 -7.5668 0.74 0.68 0.14 0.172
H -7.1519 -21.3246 -4.0769 0.59 0.06 0.01 0.351
H -7.9770 -21.2066 -5.6057 0.19 -0.28 -0.03 0.195
H -7.4940 -19.7577 -4.9023 0.26 0.16 0.59 0.284
C -2.4391 -26.9456 -8.3504 -0.75 0.21 0.36 -0.537
O -1.9175 -25.6413 -8.3176 -1.11 4.29 -0.67 -0.294
C -2.8271 -24.5291 -8.4959 -0.81 -0.29 -0.27 0.713
O -4.0534 -24.5199 -8.5596 2.39 -1.26 0.30 -0.522
O -2.1449 -23.3772 -8.6412 1.33 -1.49 0.64 -0.415
C -2.7934 -22.1380 -8.3666 -0.52 0.03 0.38 -0.132
H -2.7531 -27.1840 -9.3666 -0.13 -0.27 0.14 0.269
H -3.2620 -26.9472 -7.6357 -0.24 -0.63 -0.23 0.233
H -1.6323 -27.5926 -8.0060 -0.13 0.02 -0.14 0.222
H -3.6556 -22.0101 -9.0210 0.18 0.20 -0.06 0.238
H -2.0448 -21.3487 -8.4345 0.04 -0.33 -0.65 0.277
H -3.1431 -22.0444 -7.3384 -0.12 -0.61 0.04 -0.145
C -5.7039 -15.1434 -6.1979 -0.64 0.29 -0.19 0.484
Cl -7.3575 -15.5234 -5.6349 0.48 -0.06 -0.11 -0.173
Cl -5.8058 -14.3305 -7.8206 0.35 -0.35 0.65 -0.209
H -5.2809 -14.4455 -5.4754 0.08 -0.18 -0.31 0.199
H -5.1278 -16.0637 -6.2938 -0.15 0.19 0.01 -0.313
C 1.1451 -20.5369 -4.9682 0.10 -0.58 -0.57 -0.210
Cl -0.2769 -20.0910 -6.0785 1.46 -0.51 1.01 0.028
Cl 1.9271 -22.1471 -5.3499 -0.88 1.06 0.15 -0.169
H 1.9569 -19.8170 -5.0722 -0.53 0.08 -0.22 0.363
H 0.7877 -20.5689 -3.9389 -0.17 -0.04 -0.38 -0.016
C -3.0999 -17.9165 -11.2079 -0.04 -0.44 -0.27 -0.467
Cl -3.3141 -19.6881 -10.7509 0.13 1.51 -0.51 -0.085
Cl -3.8589 -16.8198 -10.0454 0.23 -0.22 -0.09 -0.040
H -2.0339 -17.7239 -11.3293 -0.08 -0.10 0.59 0.275
H -3.5363 -17.6715 -12.1763 -0.31 -0.65 0.18 0.369
C -4.8695 -17.0116 -2.4537 -0.04 -0.46 -0.48 0.512
Cl -6.6118 -17.2153 -2.2850 -0.17 -0.67 0.20 -0.184
Cl -4.5950 -15.2757 -2.4471 0.75 0.26 0.03 -0.178
H -4.3016 -17.5451 -1.6914 -0.38 0.43 0.38 0.282
H -4.5591 -17.4505 -3.4019 -0.23 0.35 -0.12 -0.453
C -0.8398 -17.2714 -3.7242 -0.09 0.26 -1.23 0.435
Cl 0.9268 -17.2567 -3.6969 0.29 -0.38 0.21 -0.181
Cl -1.6065 -18.6561 -2.8779 0.40 0.95 -0.05 -0.047
H -1.0909 -16.2425 -3.4666 -0.72 -0.57 0.88 0.358
H -1.1234 -17.3595 -4.7730 0.00 -0.27 0.15 -0.610
C -7.1974 -24.7657 -7.6487 -0.02 -0.32 0.44 -0.307
Cl -7.8309 -23.2071 -7.0111 0.55 -0.81 -0.25 -0.147
Cl -6.0216 -25.6338 -6.5870 -0.65 0.57 -0.05 -0.156
H -8.0638 -25.4258 -7.6897 0.28 0.17 -0.35 0.358
H -6.6865 -24.5882 -8.5950 -0.22 0.00 0.22 0.231
```
Forces are in eV/Å.

Max |F|, eV/A: 4.48
Energy above the lowest of the compared OMol25 structures with the same formula, charge and spin, eV: 1.0958
Multiplicity: 1

***

| no. | E_HOMO (eV) |
| --- | --- |
| 1 | -10.1 |
| 2 | -9.4 |
| 3 | -10.3 |